Below is a cluster of 7 separate species, C2H20NO6 in total at a distorted geometry, with properties calculated with ωB97M-V with the def2-TZVPD basis set.

LUMO: -2.86 eV
total energy: -16166.959 eV
energy relative to the best compared isomer or geometry (same formula, charge and spin): 1.1169 eV
orbital gap: 11.1 eV
total charge: +1

Positions of all 29 atoms, in Å:
C -0.34 2.86 1.50
C 1.16 2.45 1.38
N 1.32 1.03 0.92
H -1.08 2.10 1.45
H -0.36 3.51 2.39
H -0.38 3.63 0.71
H 1.50 3.10 0.51
H 1.72 2.64 2.29
H 0.81 0.24 1.44
H 2.31 0.87 0.94
H 0.79 1.02 -0.04
H -2.31 -2.51 1.44
H -2.77 -2.27 2.86
O -1.96 -2.47 2.32
H 2.07 -2.43 0.49
H 1.69 -2.48 -1.02
O 1.67 -1.90 -0.12
H -1.33 0.23 2.28
H -0.95 -1.30 2.13
O -0.68 -0.30 1.99
H 0.63 1.29 -2.57
H -0.54 0.51 -2.13
O 0.28 0.73 -1.84
H 0.38 -1.71 -2.56
H 1.84 -1.67 -3.02
O 1.18 -2.22 -2.70
H -2.61 -0.25 -2.88
H -2.48 1.17 -2.29
O -2.13 0.57 -2.92

Below is a structure of composition C43H45NO3PS4SnTe at a distorted geometry, with properties calculated with ωB97M-V with the def2-TZVPD basis set.

LUMO: 2.02 eV
total energy: -118705.696 eV
energy relative to the best compared isomer or geometry (same formula, charge and spin): 1.0507 eV
orbital gap: 5.1 eV
total charge: -1

Positions of all 99 atoms, in Å:
Sn 0.83 -0.96 0.95
C 1.38 -3.75 -1.77
O 0.35 -2.79 -1.48
C -0.44 -2.53 -2.62
C -0.80 -1.07 -2.63
O -1.23 -0.58 -1.35
C -1.96 0.64 -1.51
C -3.37 0.42 -1.13
O -3.49 0.13 0.35
C -4.83 -0.34 0.65
H 2.19 -3.29 -2.35
H 0.89 -4.49 -2.41
H 1.74 -4.17 -0.86
H -1.42 -3.08 -2.43
H -0.01 -2.88 -3.58
H -1.67 -1.04 -3.36
H 0.02 -0.50 -3.00
H -2.01 1.02 -2.59
H -1.54 1.44 -0.90
H -3.90 -0.38 -1.60
H -3.92 1.35 -1.38
H -4.99 -1.33 0.22
H -5.64 0.27 0.21
H -5.00 -0.51 1.77
N -1.44 0.49 3.00
C -1.06 0.24 4.30
C -1.20 1.18 5.33
C -1.02 0.77 6.65
C -0.40 -0.43 6.93
C -0.10 -1.33 5.92
C -0.38 -0.94 4.58
P -0.07 -2.11 3.25
C 1.22 -3.10 3.96
C 2.46 -2.44 4.17
C 3.52 -3.11 4.74
C 3.41 -4.44 5.10
C 2.20 -5.12 4.84
C 1.10 -4.42 4.37
C -1.52 -3.26 3.09
C -2.21 -3.37 1.84
C -3.39 -4.08 1.77
C -4.02 -4.57 2.89
C -3.40 -4.46 4.14
C -2.19 -3.77 4.24
H -2.03 -0.13 2.45
H -1.56 1.46 2.72
H -1.56 2.18 5.21
H -1.39 1.38 7.43
H -0.15 -0.70 7.94
H 0.52 -2.21 6.10
H 2.60 -1.37 3.88
H 4.43 -2.54 4.88
H 4.22 -5.05 5.50
H 2.09 -6.17 5.15
H 0.20 -4.98 4.21
H -1.64 -2.98 0.94
H -3.92 -4.10 0.83
H -4.98 -5.11 2.82
H -3.93 -4.82 4.99
H -1.74 -3.66 5.28
S 4.69 1.56 0.87
C 3.30 0.71 1.09
S 3.33 -1.04 0.80
S 1.82 1.52 1.49
S -1.75 3.89 1.89
C -2.94 4.44 0.94
C -4.16 4.81 1.55
C -5.29 5.09 0.74
C -5.14 5.19 -0.67
C -3.87 4.92 -1.21
C -2.78 4.49 -0.44
H -4.18 4.88 2.66
H -6.27 5.31 1.23
H -5.95 5.52 -1.33
H -3.74 5.13 -2.29
H -1.80 4.22 -0.83
Te 3.71 2.94 -3.35
C 2.48 3.26 -5.10
C 1.93 2.16 -5.75
C 1.17 2.37 -6.88
C 0.74 3.64 -7.23
C 1.15 4.78 -6.46
C 2.02 4.56 -5.39
C 5.20 1.97 -4.43
C 6.34 1.56 -3.65
C 7.40 0.94 -4.29
C 7.29 0.60 -5.64
C 6.24 1.00 -6.39
C 5.28 1.85 -5.82
H 2.24 1.15 -5.38
H 0.67 1.52 -7.36
H 0.27 3.82 -8.20
H 0.85 5.75 -6.75
H 2.32 5.39 -4.70
H 6.42 1.70 -2.61
H 8.28 0.67 -3.73
H 8.17 0.11 -6.13
H 6.16 0.70 -7.45
H 4.56 2.38 -6.41

Below is a cluster of 3 separate species, C26H40BrF3N3O7S in total at a distorted geometry, with properties calculated with ωB97M-V with the def2-TZVPD basis set.

LUMO: -3.29 eV
total energy: -135436.374 eV
orbital gap: 7.9 eV
total charge: +1

Positions of all 81 atoms, in Å:
C -4.54 2.86 -0.59
C -3.30 2.00 -0.49
O -3.09 1.33 0.49
O -2.40 1.91 -1.50
C -2.22 3.10 -2.32
C -0.72 3.11 -2.69
C -0.28 1.69 -3.07
C 0.41 0.97 -1.89
C 1.70 0.21 -2.28
C 1.67 -1.28 -1.92
C 1.85 -1.61 -0.40
C 2.05 -0.41 0.56
C 2.62 -0.91 1.94
C 4.00 -0.30 2.22
S 3.85 1.38 2.92
C 0.72 -2.46 0.22
N 0.78 -3.89 -0.12
C 1.38 -4.55 0.72
O 1.85 -5.19 1.55
N -0.59 -1.93 -0.26
N -1.65 -2.68 0.45
C -2.21 -1.99 1.33
O -2.85 -1.42 2.09
C -0.83 -2.17 -1.72
C -2.10 -1.42 -2.16
C -2.88 -2.20 -3.21
O -2.89 -3.37 -3.31
Br -3.95 -1.13 -4.44
C 0.41 -1.89 -2.62
C 0.82 -3.12 -3.45
F 1.63 -3.96 -2.81
F 1.54 -2.64 -4.49
F -0.21 -3.76 -3.97
H -4.36 3.76 0.00
H -4.78 3.19 -1.60
H -5.37 2.32 -0.12
H -2.80 2.97 -3.24
H -2.46 4.03 -1.81
H -0.10 3.57 -1.91
H -0.64 3.74 -3.58
H -1.19 1.16 -3.40
H 0.36 1.75 -3.96
H -0.31 0.36 -1.35
H 0.71 1.77 -1.20
H 1.78 0.26 -3.38
H 2.61 0.70 -1.92
H 2.54 -1.73 -2.42
H 2.75 -2.22 -0.30
H 1.07 0.06 0.76
H 2.76 0.32 0.18
H 1.92 -0.77 2.76
H 2.78 -1.99 1.82
H 4.64 -0.32 1.33
H 4.50 -0.92 2.97
H 2.53 1.48 3.21
H 0.70 -2.39 1.31
H -0.68 -0.96 0.03
H -1.07 -3.23 -1.81
H -1.81 -0.45 -2.56
H -2.79 -1.23 -1.33
H 0.08 -1.16 -3.36
C -0.82 -3.57 5.55
C -1.18 -2.15 5.19
O -0.38 -1.41 4.65
C -2.58 -1.69 5.52
H 0.21 -3.76 5.26
H -0.92 -3.71 6.63
H -1.48 -4.26 5.03
H -2.76 -1.76 6.59
H -3.30 -2.31 4.98
H -2.71 -0.65 5.21
C 2.67 4.84 -0.65
C 1.99 4.11 0.48
O 1.58 2.98 0.34
C 1.84 4.85 1.78
H 2.72 4.20 -1.53
H 2.12 5.75 -0.90
H 3.69 5.11 -0.36
H 1.25 5.76 1.63
H 2.82 5.12 2.17
H 1.33 4.21 2.50